# 1
The following is a quantum chemistry calculation of C5H10O in the gas phase, from OMol25.

## Properties
**E_LUMO**: 1.09 eV
**Relative energy (zero: lowest compared OMol25 entry of this formula, charge and spin)**: 2.866 eV
**Frontier orbital gap**: 0.3477 Eh
**Energy**: -271.647291 a.u.
**Total charge**: 0
**Highest occupied orbital energy**: -8.37 eV

Each atom is followed by the atoms it is bonded to, with distances in Å.
Atoms and positions in Å:
1 O -0.7075 0.7577 1.3078  C2 1.308, C6 1.433
2 C -0.5815 0.9193 0.0155  O1 1.308, C4 1.508
3 C 0.8010 -1.5849 -0.8441  C5 1.528, H12 1.095, H14 1.097, H16 1.097
4 C 0.8914 0.8966 -0.3054  C2 1.508, C5 1.537, H9 1.101, H11 1.099
5 C 1.1157 -0.1862 -1.3729  C3 1.528, C4 1.537, H7 1.096, H8 1.096
6 C -2.0508 0.6289 1.7886  O1 1.433, H10 1.092, H13 1.092, H15 1.092
7 H 0.4680 0.0344 -2.2295  C5 1.096
8 H 2.1519 -0.1431 -1.7281  C5 1.096
9 H 1.5277 0.7242 0.5766  C4 1.101
10 H -2.1093 -0.3241 2.3191  C6 1.092
11 H 1.1438 1.8780 -0.7313  C4 1.099
12 H 0.9713 -2.3492 -1.6096  C3 1.095
13 H -2.2585 1.4489 2.4798  C6 1.092
14 H 1.4242 -1.8292 0.0247  C3 1.097
15 H -2.7324 0.6489 0.9361  C6 1.092
16 H -0.2480 -1.6530 -0.5304  C3 1.097



# 2
The following is a quantum chemistry calculation of 2 unconnected molecules or ions with the total composition C5H10O, from OMol25.

## Properties
**E_LUMO**: 1.06 eV
**Relative energy (zero: lowest compared OMol25 entry of this formula, charge and spin)**: 2.770 eV
**Frontier orbital gap**: 0.3649 Eh
**Energy**: -271.650802 a.u.
**Total charge**: 0
**Highest occupied orbital energy**: -8.87 eV

Each atom is followed by the atoms it is bonded to, with distances in Å.
Atoms and positions in Å:
1 O 2.0287 0.0982 0.0357  C6 1.238
2 C -1.7698 0.9219 0.5004  C4 1.381, H7 1.139, H13 1.091
3 C 2.4285 -0.4537 -2.2160  C6 1.552, H8 1.099, H12 1.161, H16 1.096
4 C -2.0112 -0.1927 1.2791  C2 1.381, C5 1.443, H11 0.999
5 C -3.4118 -0.4355 1.5275  C4 1.443, H9 1.137, H10 1.107, H15 1.155
6 C 2.8912 0.1270 -0.8526  O1 1.238, C3 1.552, H14 1.102
7 H -0.8207 1.5127 0.2817  C2 1.139
8 H 1.3405 -0.3603 -2.3368  C3 1.099
9 H -3.6386 -1.1849 0.7034  C5 1.137
10 H -4.0330 0.4776 1.4535  C5 1.107
11 H -1.2361 -0.7467 1.5807  C4 0.999
12 H 2.8319 0.0793 -3.1652  C3 1.161
13 H -2.5986 1.6019 0.2983  C2 1.091
14 H 3.8906 0.5287 -0.6190  C6 1.102
15 H -3.6959 -1.0968 2.4312  C5 1.155
16 H 2.9689 -1.3991 -2.3444  C3 1.096



# 3
The following is a quantum chemistry calculation of C5H10O in the gas phase, from OMol25.

## Properties
**E_LUMO**: 0.74 eV
**Relative energy (zero: lowest compared OMol25 entry of this formula, charge and spin)**: 4.115 eV
**Frontier orbital gap**: 0.3263 Eh
**Energy**: -271.601411 a.u.
**Total charge**: 0
**Highest occupied orbital energy**: -8.14 eV

Each atom is followed by the atoms it is bonded to, with distances in Å.
Atoms and positions in Å:
1 O 0.9951 1.0118 -1.3753  C3 1.367, H9 0.968
2 C -1.0259 -0.3626 -0.2373  C3 1.810, C4 1.547, C6 1.811, H7 1.093, H11 1.088
3 C 0.2445 -0.1234 -1.5049  O1 1.367, C2 1.810, C6 1.375, H14 1.087
4 C -0.3853 0.3875 0.9543  C2 1.547, C5 1.528, H8 1.096, H10 1.096
5 C 0.8319 -0.3048 1.5658  C4 1.528, H13 1.094, H15 1.096, H16 1.095
6 C -1.0209 -0.1776 -2.0392  C2 1.811, C3 1.375, H12 1.095
7 H -2.0535 0.0014 -0.3202  C2 1.093
8 H -0.1415 1.4189 0.6758  C4 1.096
9 H 1.8630 0.7921 -1.0059  O1 0.968
10 H -1.1606 0.4459 1.7273  C4 1.096
11 H -1.0614 -1.4342 -0.0512  C2 1.088
12 H -1.3520 0.8476 -2.2340  C6 1.095
13 H 1.2330 0.2700 2.4056  C5 1.094
14 H 0.8098 -1.0395 -1.3573  C3 1.087
15 H 0.5718 -1.2993 1.9455  C5 1.096
16 H 1.6518 -0.4339 0.8509  C5 1.095



# 4
The following is a quantum chemistry calculation of C5H10O in the gas phase, from OMol25.

## Properties
**E_LUMO**: 1.01 eV
**Relative energy (zero: lowest compared OMol25 entry of this formula, charge and spin)**: 0.868 eV
**Frontier orbital gap**: 0.3953 Eh
**Energy**: -271.720736 a.u.
**Total charge**: 0
**Highest occupied orbital energy**: -9.75 eV

Each atom is followed by the atoms it is bonded to, with distances in Å.
Atoms and positions in Å:
1 O -2.7212 -0.0785 0.6992  C5 1.208
2 C 1.8168 0.0723 -0.4259  C3 1.564, H9 1.102, H13 1.103, H14 1.095
3 C 0.3580 -0.4264 -0.1606  C2 1.564, C4 1.544, C6 1.604, H8 1.091
4 C -0.4493 -0.1148 -1.4395  C3 1.544, H11 1.089, H12 1.102, H16 1.100
5 C -1.8219 0.0952 1.4870  O1 1.208, C6 1.544, H15 1.126
6 C -0.3125 0.1679 1.1700  C3 1.604, C5 1.544, H7 1.110, H10 1.081
7 H 0.1782 -0.1100 2.1259  C6 1.110
8 H 0.4106 -1.5081 -0.0303  C3 1.091
9 H 2.2536 -0.4941 -1.2650  C2 1.102
10 H -0.0521 1.1888 0.9285  C6 1.081
11 H -1.5026 -0.3583 -1.3094  C4 1.089
12 H -0.3789 0.9441 -1.7355  C4 1.102
13 H 1.8748 1.1274 -0.7421  C2 1.103
14 H 2.5034 -0.0537 0.4182  C2 1.095
15 H -2.0998 0.2397 2.5689  C5 1.126
16 H -0.0572 -0.6916 -2.2895  C4 1.100



# 5
The following is a quantum chemistry calculation of C5H10O in the gas phase, from OMol25.

## Properties
**E_LUMO**: 1.02 eV
**Relative energy (zero: lowest compared OMol25 entry of this formula, charge and spin)**: 4.199 eV
**Frontier orbital gap**: 0.3247 Eh
**Energy**: -271.598318 a.u.
**Total charge**: 0
**Highest occupied orbital energy**: -7.82 eV

Each atom is followed by the atoms it is bonded to, with distances in Å.
Atoms and positions in Å:
1 O 1.0495 1.4207 -0.5718  C5 1.424, H8 0.968
2 C -0.9326 -0.5045 -0.3588  C4 1.544, C6 1.526, H10 1.111, H14 1.098
3 C 1.5772 -0.9532 -0.0021  C4 1.464, C5 1.480, H9 1.084, H15 1.093
4 C 0.3243 -0.4188 0.5346  C2 1.544, C3 1.464, C5 1.783, H16 1.073
5 C 1.8169 0.4948 0.1915  O1 1.424, C3 1.480, C4 1.783, H13 1.120
6 C -2.0780 0.4463 -0.0238  C2 1.526, H7 1.097, H11 1.094, H12 1.098
7 H -2.3439 0.3776 1.0380  C6 1.097
8 H 0.6496 1.9362 0.1438  O1 0.968
9 H 1.6054 -1.3883 -0.9948  C3 1.084
10 H -1.2832 -1.5461 -0.1956  C2 1.111
11 H -1.7892 1.4776 -0.2460  C6 1.094
12 H -2.9828 0.2228 -0.6041  C6 1.098
13 H 2.8925 0.8057 0.1805  C5 1.120
14 H -0.6990 -0.4529 -1.4302  C2 1.098
15 H 2.0868 -1.5541 0.7549  C3 1.093
16 H 0.1066 -0.3638 1.5841  C4 1.073



# 6
The following is a quantum chemistry calculation of C5H10O in the gas phase, from OMol25.

## Properties
**E_LUMO**: 0.84 eV
**Relative energy (zero: lowest compared OMol25 entry of this formula, charge and spin)**: 3.873 eV
**Frontier orbital gap**: 0.3405 Eh
**Energy**: -271.610284 a.u.
**Total charge**: 0
**Highest occupied orbital energy**: -8.42 eV

Each atom is followed by the atoms it is bonded to, with distances in Å.
Atoms and positions in Å:
1 O 1.2842 -0.8951 -1.4657  C5 1.402, H8 0.967
2 C 1.3468 -0.1966 0.8518  C5 1.516, H7 1.090, H10 1.099, H12 1.095
3 C -1.5946 0.2917 0.8199  C6 1.519, H11 1.094, H14 1.093, H15 1.096
4 C 0.3967 1.3094 -0.9791  C5 1.407, C6 1.899, H13 1.105
5 C 0.7873 0.0314 -0.5384  O1 1.402, C2 1.516, C4 1.407, C6 1.694
6 C -0.9061 0.0119 -0.5051  C3 1.519, C4 1.899, C5 1.694, H9 1.098, H16 1.096
7 H 0.9440 0.5257 1.5619  C2 1.090
8 H 1.5208 -1.7105 -1.0033  O1 0.967
9 H -1.3983 0.5675 -1.3139  C6 1.098
10 H 1.1400 -1.2130 1.2144  C2 1.099
11 H -1.2545 -0.3778 1.6160  C3 1.094
12 H 2.4327 -0.0635 0.8083  C2 1.095
13 H 0.3827 1.2763 -2.0835  C4 1.105
14 H -1.4085 1.3252 1.1224  C3 1.093
15 H -2.6763 0.1523 0.7127  C3 1.096
16 H -0.9970 -1.0349 -0.8184  C6 1.096



# 7
The following is a quantum chemistry calculation of C5H10O in the gas phase, from OMol25.

## Properties
**E_LUMO**: 1.14 eV
**Relative energy (zero: lowest compared OMol25 entry of this formula, charge and spin)**: 1.537 eV
**Frontier orbital gap**: 0.4136 Eh
**Energy**: -271.696144 a.u.
**Total charge**: 0
**Highest occupied orbital energy**: -10.12 eV

Each atom is followed by the atoms it is bonded to, with distances in Å.
Atoms and positions in Å:
1 O -1.3676 -0.0477 1.8761  C2 1.430, C4 1.418
2 C -0.8555 0.0749 0.5461  O1 1.430, C4 1.475, C6 1.546, H8 1.089
3 C 0.3986 -0.0442 -1.5510  C6 1.544, H14 1.098, H15 1.096, H16 1.095
4 C -2.0151 -0.7844 0.8515  O1 1.418, C2 1.475, H9 1.094, H10 1.089
5 C 1.6373 0.6923 0.4827  C6 1.539, H7 1.099, H11 1.093, H13 1.098
6 C 0.5408 -0.2582 -0.0288  C2 1.546, C3 1.544, C5 1.539, H12 1.099
7 H 2.5734 0.5368 -0.0722  C5 1.099
8 H -1.1198 1.0667 0.1813  C2 1.089
9 H -3.0095 -0.4634 0.5266  C4 1.094
10 H -1.9458 -1.8602 1.0079  C4 1.089
11 H 1.8559 0.5591 1.5458  C5 1.093
12 H 0.8683 -1.2934 0.1417  C6 1.099
13 H 1.3471 1.7385 0.3215  C5 1.098
14 H -0.0493 0.9381 -1.7518  C3 1.098
15 H 1.3740 -0.0530 -2.0514  C3 1.096
16 H -0.2327 -0.8018 -2.0261  C3 1.095



# 8
The following is a quantum chemistry calculation of C5H10O in the gas phase, from OMol25.

## Properties
**E_LUMO**: 1.00 eV
**Relative energy (zero: lowest compared OMol25 entry of this formula, charge and spin)**: 1.352 eV
**Frontier orbital gap**: 0.3889 Eh
**Energy**: -271.702923 a.u.
**Total charge**: 0
**Highest occupied orbital energy**: -9.58 eV

Each atom is followed by the atoms it is bonded to, with distances in Å.
Atoms and positions in Å:
1 O 2.1674 -0.7641 1.1476  C2 1.418, H11 0.959
2 C 1.0393 -0.0644 0.6500  O1 1.418, C4 1.494, C6 1.524, H7 1.110
3 C -0.1448 1.0396 -1.4507  C6 1.527, H13 1.118, H14 1.150, H16 1.140
4 C -0.1926 -0.8644 0.3765  C2 1.494, C5 1.505, C6 1.525, H12 1.115
5 C -1.5323 -0.4051 0.8845  C4 1.505, H8 1.142, H9 1.109, H10 1.109
6 C 0.5150 -0.1624 -0.7780  C2 1.524, C3 1.527, C4 1.525, H15 1.071
7 H 0.8460 0.8953 1.1730  C2 1.110
8 H -2.3812 -0.5537 0.1360  C5 1.142
9 H -1.5356 0.6826 1.1036  C5 1.109
10 H -1.7698 -0.8620 1.8671  C5 1.109
11 H 2.9296 -0.2776 0.8275  O1 0.959
12 H -0.0962 -1.9757 0.3855  C4 1.115
13 H 0.5270 1.4783 -2.2297  C3 1.118
14 H -1.1301 0.7233 -1.9523  C3 1.150
15 H 1.1089 -0.7826 -1.4177  C6 1.071
16 H -0.3506 1.8927 -0.7229  C3 1.140



What is the relative energy (zero: lowest compared OMol25 entry of this formula, charge and spin) in the fourth record?
0.868 eV



Among the records above, which one has the lowest relative energy (zero: lowest compared OMol25 entry of this formula, charge and spin)?
number 4



Among the records above, which one has the lowest energy?
number 4